# 1
{
  "formula": "C40H35NOP2PtSTe",
  "method": "ωB97M-V with the def2-TZVPD basis set",
  "orbital_gap_ha": [0.1968, 0.1967],
  "total_charge": 0,
  "homo_energy_ha": [-0.24138, -0.24137],
  "elements": ["Pt", "Te", "C", "C", "C", "N", "C", "C", "C", "P", "C", "C", "C", "C", "C", "C", "C", "C", "C", "C", "C", "C", "P", "C", "C", "C", "C", "C", "C", "C", "C", "C", "C", "C", "C", "H", "H", "H", "H", "H", "H", "H", "H", "H", "H", "H", "H", "H", "H", "H", "H", "H", "H", "H", "H", "H", "H", "H", "H", "C", "C", "C", "C", "C", "C", "C", "C", "H", "H", "H", "H", "H", "C", "S", "C", "O", "H", "H", "H", "H", "H", "H"],
  "xyz": [[-0.720, -0.335, 1.133], [-2.160, 3.182, -2.306], [-4.106, 3.944, -1.855], [-4.323, 5.315, -1.874], [-5.556, 5.801, -1.473], [-6.538, 5.029, -1.043], [-6.343, 3.721, -1.058], [-5.163, 3.128, -1.483], [-2.145, 1.869, -0.609], [-2.267, 0.085, -0.809], [-2.896, -0.167, -2.514], [-4.209, -0.511, -2.816], [-4.590, -0.679, -4.138], [-3.668, -0.520, -5.160], [-2.357, -0.176, -4.867], [-1.972, -0.012, -3.550], [-3.668, -0.454, 0.245], [-4.622, 0.339, 0.759], [-5.572, -0.149, 1.731], [-5.409, -1.328, 2.341], [-4.211, -2.163, 2.087], [-3.407, -1.821, 0.805], [-0.664, 2.145, 0.347], [-0.695, 3.951, 0.623], [-1.863, 4.595, 1.017], [-1.861, 5.959, 1.231], [-0.695, 6.691, 1.061], [0.466, 6.056, 0.656], [0.466, 4.688, 0.440], [-1.061, 1.687, 2.127], [0.061, 1.660, 2.982], [-0.095, 1.758, 4.351], [-1.362, 1.890, 4.896], [-2.474, 1.919, 4.067], [-2.337, 1.840, 2.697], [-3.542, 5.986, -2.190], [-5.767, 6.863, -1.484], [-7.178, 3.122, -0.714], [-5.074, 2.053, -1.531], [-4.930, -0.638, -2.020], [-5.615, -0.925, -4.375], [-3.966, -0.673, -6.186], [-1.643, -0.037, -5.667], [-0.946, 0.237, -3.308], [-4.726, 1.368, 0.440], [-6.417, 0.485, 1.959], [-6.121, -1.689, 3.072], [-4.428, -3.228, 2.191], [-3.328, -2.595, 0.038], [-2.771, 4.028, 1.156], [-2.772, 6.455, 1.529], [-0.691, 7.756, 1.246], [1.373, 6.624, 0.501], [1.365, 4.179, 0.118], [1.055, 1.600, 2.551], [0.774, 1.751, 4.993], [-1.488, 1.986, 5.964], [-3.457, 2.029, 4.499], [-3.204, 1.902, 2.058], [-2.225, -1.570, 1.730], [-2.952, -1.733, 2.855], [-2.705, -1.558, 4.269], [-1.502, -1.970, 4.845], [-1.304, -1.839, 6.206], [-2.298, -1.305, 7.009], [-3.479, -0.859, 6.441], [-3.682, -0.983, 5.082], [-0.742, -2.402, 4.209], [-0.378, -2.167, 6.655], [-2.147, -1.227, 8.077], [-4.248, -0.415, 7.059], [-4.592, -0.607, 4.635], [3.141, -2.678, 0.885], [1.566, -1.714, 0.789], [2.190, -0.508, -0.451], [1.530, -0.973, 2.069], [3.957, -2.020, 1.160], [3.326, -3.150, -0.072], [3.007, -3.425, 1.658], [2.273, -0.997, -1.415], [3.150, -0.112, -0.137], [1.459, 0.300, -0.505]]
}


# 2
{
  "formula": "C5H12N2O",
  "method": "ωB97M-V with the def2-TZVPD basis set",
  "orbital_gap_ha": 0.3711,
  "e_above_lowest_ev": 1.553,
  "total_charge": 0,
  "homo_energy_ha": -0.33856,
  "elements": ["C", "C", "N", "C", "C", "C", "N", "O", "H", "H", "H", "H", "H", "H", "H", "H", "H", "H", "H", "H"],
  "xyz": [[2.000, -1.847, -0.134], [1.401, -0.525, -0.586], [0.065, -0.353, -0.163], [-0.843, -1.411, -0.656], [-0.491, 0.970, -0.446], [-1.404, 1.431, 0.696], [-0.841, 2.400, 1.628], [2.014, 0.340, -1.159], [1.860, -2.736, -0.736], [3.083, -1.692, -0.138], [1.707, -1.932, 0.909], [-0.880, -1.420, -1.747], [-1.831, -1.185, -0.248], [-0.556, -2.346, -0.186], [0.269, 1.747, -0.501], [-0.955, 1.007, -1.433], [-2.411, 1.738, 0.404], [-1.718, 0.582, 1.325], [-0.008, 2.072, 2.097], [-0.463, 3.161, 1.075]]
}


# 3
{
  "formula": "H35O17",
  "method": "ωB97M-V with the def2-TZVPD basis set",
  "orbital_gap_ha": 0.4100,
  "e_above_lowest_ev": 1.008,
  "total_charge": 1,
  "homo_energy_ha": -0.50128,
  "elements": ["O", "H", "H", "O", "H", "H", "O", "H", "H", "O", "H", "H", "O", "H", "O", "H", "H", "O", "H", "H", "O", "H", "H", "O", "H", "H", "O", "H", "H", "O", "H", "H", "O", "H", "H", "O", "H", "H", "O", "H", "H", "O", "H", "H", "O", "H", "H", "O", "H", "H", "H", "H"],
  "xyz": [[0.221, 2.630, 4.123], [0.562, 3.393, 4.610], [-0.615, 2.481, 4.584], [-0.707, 3.599, -2.382], [-0.780, 3.324, -1.454], [-1.355, 4.252, -2.652], [0.567, -4.142, 0.934], [0.928, -4.885, 0.452], [0.851, -3.833, 1.807], [2.075, 0.643, 3.247], [2.682, 1.180, 3.777], [1.373, 1.321, 3.219], [0.211, -1.101, 1.095], [0.774, -0.997, 1.865], [2.688, 0.835, -2.183], [2.391, 1.680, -1.766], [2.615, 1.007, -3.122], [-1.684, 2.078, -0.405], [-2.608, 2.099, -0.760], [-1.814, 1.776, 0.501], [-2.650, -0.953, 1.647], [-2.872, -0.196, 2.198], [-2.346, -0.636, 0.783], [-1.388, -0.735, -1.120], [0.146, -1.789, -1.205], [-1.186, 0.208, -1.211], [-0.192, -0.573, -3.425], [0.002, -1.127, -4.187], [-0.478, 0.296, -3.716], [-4.214, 2.679, -0.290], [-4.766, 3.321, -0.750], [-4.712, 1.853, -0.302], [0.919, -3.035, 3.485], [0.131, -3.438, 3.866], [1.509, -2.779, 4.193], [1.759, 3.080, -1.107], [1.027, 3.066, -0.488], [1.541, 3.687, -1.825], [3.026, -1.524, -0.999], [2.860, -1.131, -0.102], [2.922, -0.735, -1.596], [-3.092, -1.879, -3.480], [-3.611, -2.677, -3.583], [-3.262, -1.221, -4.154], [0.819, -2.505, -1.101], [0.623, -2.836, -0.178], [1.941, -2.052, -1.105], [3.549, -0.473, 1.402], [3.080, -1.169, 1.859], [3.079, 0.353, 1.565], [-0.659, -1.436, 1.348], [-1.878, -0.988, -1.914]]
}


Going through the records in order, we get E_tot values of -3143.2375 -382.4455 -1299.8719 hartree.